{"formula": "C34H31F9IN5O5W", "method": "ωB97M-V/def2-TZVPD", "s2": 2.018, "homo_ev": [-7.2, -8.5], "relative_energy_ev": 1.3044, "multiplicity": 3, "total_charge": 0, "species": ["W", "C", "C", "C", "C", "C", "C", "C", "C", "C", "C", "H", "H", "H", "H", "H", "H", "H", "H", "H", "H", "H", "H", "H", "H", "H", "N", "N", "C", "O", "O", "H", "H", "H", "I", "C", "C", "C", "C", "C", "C", "C", "O", "O", "H", "H", "H", "H", "F", "C", "F", "F", "C", "O", "C", "F", "F", "F", "C", "F", "F", "F", "N", "C", "C", "C", "C", "C", "C", "N", "C", "C", "C", "C", "N", "C", "C", "H", "H", "H", "H", "H", "H", "H", "H", "H"], "coordinates": [[0.79705, 0.24990, 0.49304], [3.55605, 0.07285, 0.04669], [2.53835, -0.48232, -0.82353], [1.97403, -1.62815, -0.13558], [2.51904, -1.62176, 1.16062], [3.51037, -0.59789, 1.24717], [4.33340, -0.32668, 2.46086], [2.26045, -2.63382, 2.21730], [1.48788, -2.87096, -0.82635], [2.58676, -0.40849, -2.32405], [4.52333, 1.16113, -0.30091], [4.96611, 0.55025, 2.32598], [4.96946, -1.18458, 2.69189], [3.68784, -0.15206, 3.32665], [1.29427, -3.10869, 2.07515], [2.27716, -2.17701, 3.20818], [3.03342, -3.40836, 2.18795], [2.35002, -3.51203, -1.03220], [1.00377, -2.65029, -1.77733], [0.79607, -3.43863, -0.19939], [1.60217, -0.55581, -2.76812], [3.25222, -1.18476, -2.71176], [2.97151, 0.55074, -2.67261], [4.43880, 2.00129, 0.39347], [4.37600, 1.52051, -1.31926], [5.54328, 0.77660, -0.23162], [1.69576, 2.43533, -0.97496], [0.76446, 3.44061, -0.66441], [-0.13143, 3.17421, 0.38415], [-0.74327, 4.06889, 0.90717], [-0.24394, 1.89531, 0.62841], [2.56272, 2.59406, -0.47780], [1.85712, 2.45688, -1.97234], [1.11680, 4.38393, -0.63111], [2.84930, 4.27787, 8.40915], [2.55004, 3.45250, 6.50691], [3.11351, 4.07302, 5.40026], [2.90876, 3.52488, 4.14441], [2.15412, 2.36765, 3.99764], [1.59606, 1.75749, 5.11446], [1.79073, 2.29954, 6.37644], [1.94635, 1.79225, 2.63959], [2.34353, 2.39341, 1.63110], [1.35672, 0.65409, 2.54574], [3.70303, 4.97243, 5.51812], [3.32532, 3.98833, 3.25975], [1.00150, 0.86245, 4.98830], [1.35233, 1.82959, 7.24670], [-3.35957, -0.04201, 3.27940], [-2.24393, 0.07788, 2.54385], [-2.58966, 0.59724, 1.36051], [-1.44846, 0.94963, 3.15857], [-1.50913, -1.29377, 2.32761], [-0.45847, -1.20834, 1.45848], [-1.02572, -1.83322, 3.71008], [-0.08048, -1.04561, 4.22675], [-2.01536, -1.91955, 4.60763], [-0.50102, -3.06011, 3.57420], [-2.52828, -2.33080, 1.72536], [-3.07976, -1.87860, 0.58712], [-3.52543, -2.65035, 2.55224], [-1.88645, -3.46761, 1.40594], [-4.11444, -1.81940, -4.46071], [-4.95984, -1.60139, -5.52371], [-5.88646, -2.41119, -6.17547], [-6.57505, -1.84019, -7.22527], [-6.34833, -0.50799, -7.61666], [-5.42722, 0.28710, -6.96946], [-4.72064, -0.27102, -5.90187], [-3.76069, 0.28850, -5.08377], [-3.42665, -0.65269, -4.24531], [-2.42628, -0.48458, -3.19251], [-2.07456, -1.48140, -2.29500], [-1.11718, -1.23587, -1.33593], [-0.47799, -0.06764, -1.20227], [-0.83503, 0.90363, -2.06262], [-1.77570, 0.73807, -3.04819], [-4.03581, -2.66571, -3.92656], [-6.05759, -3.43792, -5.87672], [-7.30840, -2.42845, -7.76128], [-6.91420, -0.10554, -8.44672], [-5.24939, 1.31292, -7.26729], [-2.54098, -2.45826, -2.31154], [-0.85507, -1.99809, -0.62291], [-0.35030, 1.85822, -1.93805], [-2.02881, 1.54840, -3.71785]]}

***

{"formula": "C13H32BrN4O4P2S", "method": "ωB97M-V/def2-TZVPD", "homo_ev": -11.2, "total_charge": 1, "species": ["C", "C", "O", "O", "C", "C", "C", "N", "Br", "C", "N", "P", "C", "C", "N", "S", "P", "C", "O", "H", "H", "H", "H", "H", "H", "H", "H", "H", "H", "H", "H", "H", "H", "H", "H", "H", "H", "H", "H", "H", "C", "C", "C", "O", "C", "N", "H", "H", "H", "H", "H", "H", "H", "H", "H", "H", "H"], "coordinates": [[-1.37976, 5.46324, 3.38734], [-1.17354, 4.59605, 4.70201], [-1.85573, 4.88525, 5.70264], [-0.28033, 3.47187, 4.80074], [-1.13729, 2.30192, 4.93655], [-0.50524, 0.96148, 4.29263], [0.85377, 1.22405, 3.49151], [1.31400, 0.05565, 2.65929], [0.54530, -1.62160, 3.08927], [2.23638, 0.16529, 1.68751], [2.69105, -0.98892, 0.93276], [1.62730, -1.43264, -0.41471], [2.38528, -1.06798, -2.10309], [-0.12800, -0.76553, -0.23416], [2.85478, 1.48037, 1.41310], [4.43323, 1.15455, 0.72620], [1.84635, 2.52627, 0.39143], [3.01423, 3.97819, -0.04935], [1.49024, 1.82332, -1.12701], [-2.06708, 6.34772, 3.64301], [-1.98160, 4.83182, 2.63555], [-0.41478, 5.87528, 2.94629], [-1.44307, 2.17228, 6.03206], [-2.11575, 2.54717, 4.37769], [-0.37943, 0.23264, 5.17378], [-1.31510, 0.56016, 3.57886], [1.64733, 1.47710, 4.28856], [0.70734, 2.17400, 2.88751], [2.90152, -1.79913, 1.52603], [1.78441, -0.26176, -2.66552], [2.29533, -2.01149, -2.75030], [3.48988, -0.75455, -2.04686], [-0.62951, -0.82960, -1.26404], [-0.20301, 0.30559, 0.14856], [-0.69136, -1.50876, 0.43548], [4.21578, 1.06462, -0.64079], [3.81024, 3.98055, 0.77927], [3.57442, 3.74284, -1.02485], [2.45586, 4.96578, -0.07952], [0.50423, 1.85963, -1.17937], [-3.07235, -4.60129, -4.73617], [-3.12475, -3.35282, -3.85750], [-1.82628, -2.52182, -3.87116], [-0.74879, -3.08255, -3.12478], [-0.07294, -4.14802, -3.77469], [-3.49787, -3.74875, -2.49399], [-2.52655, -5.42365, -4.27100], [-4.08388, -4.96787, -4.93037], [-2.60657, -4.38353, -5.70175], [-3.92006, -2.71498, -4.25651], [-2.03985, -1.55861, -3.39390], [-1.50379, -2.29365, -4.89490], [-0.00265, -3.99179, -4.85477], [-0.56860, -5.09470, -3.55591], [0.93767, -4.21029, -3.36539], [-3.64251, -2.90740, -1.93673], [-2.67788, -4.18100, -2.06654]]}

***

{"formula": "C17H42Cl2N4PV", "method": "ωB97M-V/def2-TZVPD", "s2": 0.764, "homo_ev": [-9.2, -8.7], "relative_energy_ev": 0.3931, "multiplicity": 2, "total_charge": 1, "species": ["V", "N", "C", "C", "N", "C", "C", "N", "H", "H", "H", "H", "H", "H", "H", "H", "H", "H", "H", "H", "H", "C", "C", "C", "C", "P", "N", "C", "C", "C", "C", "C", "C", "C", "C", "H", "H", "H", "H", "H", "H", "H", "H", "H", "H", "H", "H", "H", "H", "H", "H", "H", "H", "H", "H", "H", "H", "H", "H", "H", "H", "H", "Cl", "C", "Cl", "H", "H"], "coordinates": [[1.72431, 0.93729, -0.04340], [0.58261, 2.32849, -1.11520], [0.93231, 3.73169, -0.91890], [1.49961, 3.90969, 0.49190], [2.50581, 2.89109, 0.79020], [3.85991, 3.17919, 0.32240], [4.06661, 2.69189, -1.11280], [3.59461, 1.31609, -1.20470], [0.42231, 2.12919, -2.10040], [-0.28259, 2.11969, -0.61590], [0.06051, 4.39069, -1.03650], [1.66781, 4.03449, -1.66580], [0.67951, 3.78789, 1.20810], [1.90281, 4.92689, 0.60330], [2.54021, 2.78909, 1.80090], [4.55781, 2.63369, 0.96590], [4.09651, 4.25099, 0.38760], [5.13151, 2.78269, -1.36270], [3.51151, 3.30649, -1.81990], [4.26581, 0.71829, -0.72800], [3.58281, 1.01009, -2.17520], [-2.57659, 0.53459, -1.78740], [-1.88699, -0.81601, -1.58630], [-0.73549, -0.88781, -2.59430], [-2.91649, -1.90501, -1.86440], [-1.06769, -0.85341, 0.18150], [0.27741, -0.08101, 0.20350], [-2.29179, -0.11641, 1.46700], [-1.76579, -0.49301, 2.85170], [-2.20789, 1.40839, 1.37580], [-3.73459, -0.59101, 1.33360], [-0.70239, -2.70811, 0.63370], [-1.87229, -3.63071, 0.95100], [0.06531, -3.26081, -0.57010], [0.25791, -2.68681, 1.82870], [-2.88739, 0.62609, -2.82810], [-1.90259, 1.35889, -1.56910], [-3.46999, 0.63479, -1.18030], [-1.01939, -0.39121, -3.52020], [-0.48059, -1.91221, -2.84110], [0.15321, -0.39121, -2.18380], [-3.34729, -1.73821, -2.85180], [-3.72529, -1.88561, -1.13990], [-2.47209, -2.89411, -1.86820], [-0.70039, -0.27541, 2.92150], [-1.94279, -1.53941, 3.07570], [-2.28479, 0.09529, 3.60810], [-1.15789, 1.71179, 1.42120], [-2.72879, 1.85009, 2.22480], [-2.66649, 1.80409, 0.47590], [-3.79249, -1.67421, 1.30170], [-4.21939, -0.19181, 0.44810], [-4.29989, -0.24701, 2.19950], [-2.59859, -3.67591, 0.14700], [-2.38269, -3.33601, 1.86280], [-1.47779, -4.63511, 1.10620], [-0.60529, -3.58231, -1.36110], [0.65281, -4.13041, -0.27650], [0.73821, -2.49931, -0.96660], [-0.27239, -2.75951, 2.77190], [0.83911, -1.76551, 1.82230], [0.93761, -3.53591, 1.77830], [4.57111, -1.65211, -0.80720], [3.41221, -1.90621, 0.50500], [3.07711, -0.38291, 1.33970], [3.83481, -2.61281, 1.21750], [2.47341, -2.24521, 0.07170]]}

***

{"formula": "C5H13NO", "method": "ωB97M-V/def2-TZVPD", "smiles": "CN[C@@H](C)[C@H](C)O", "homo_ev": -8.8, "relative_energy_ev": 1.0823, "total_charge": 0, "species": ["C", "N", "C", "C", "C", "C", "O", "H", "H", "H", "H", "H", "H", "H", "H", "H", "H", "H", "H", "H"], "coordinates": [[-1.68294, 0.60623, -1.59895], [-1.02263, 0.00546, -0.44843], [0.39287, 0.16831, -0.24341], [0.74591, 1.64607, -0.20145], [0.75459, -0.52055, 1.09841], [0.82395, -2.01907, 0.96758], [-0.17234, -0.14802, 2.13597], [-2.21198, -0.12307, -2.20010], [-0.93809, 1.08439, -2.23544], [-2.31796, 1.43381, -1.30230], [-1.43531, -0.86569, -0.16480], [1.02208, -0.33700, -0.99131], [0.04182, 2.27895, 0.32368], [1.76829, 1.80557, 0.15500], [0.82739, 2.04739, -1.22358], [1.71545, -0.13831, 1.43085], [1.68511, -2.32372, 0.37394], [-0.03541, -2.47246, 0.50763], [0.89436, -2.49964, 1.93630], [-0.85518, 0.37134, 1.68041]]}

***

{"formula": "C5H11N2O", "method": "ωB97M-V/def2-TZVPD", "smiles": "N/C=C(\\[NH3+])CCC=O", "homo_ev": -12.7, "relative_energy_ev": 1.6439, "total_charge": 1, "species": ["N", "C", "C", "N", "C", "C", "C", "O", "H", "H", "H", "H", "H", "H", "H", "H", "H", "H", "H"], "coordinates": [[-2.54784, 1.56405, 0.59321], [-1.76978, 0.85125, -0.27625], [-0.56246, 0.33470, -0.02245], [0.16694, 0.65883, 1.23696], [0.24947, -0.31651, -1.10097], [1.00667, -1.59274, -0.66433], [2.39053, -1.23089, -0.20853], [2.57592, -0.32782, 0.58877], [-3.50164, 1.73315, 0.35115], [-2.33014, 1.65492, 1.56482], [-2.25595, 0.74267, -1.23110], [-0.16439, 0.11491, 2.03492], [1.18214, 0.39679, 1.05396], [0.14482, 1.67255, 1.33137], [0.98456, 0.39590, -1.50734], [-0.32357, -0.51167, -2.01022], [1.01016, -2.43069, -1.35139], [0.48930, -1.94537, 0.24238], [3.25528, -1.76405, -0.62498]]}